[1]
81
Properties=species:S:1:pos:R:3:forces:R:3 method="wB97M-V/def2-TZVPD" total_charge=-3 fmax_ev_per_a=6.15 orbital_gap_ev=1.03 total_energy_ev=-67563.4431
O 0.802 -1.372 -1.516 0.9 -0.5 0.4
H 0.126 -1.471 -2.191 -0.8 0.2 -0.7
H 0.458 -1.447 -0.623 -0.9 -0.3 1.4
H 1.295 -0.549 -1.513 0.4 1.1 -0.6
O -4.910 0.239 2.693 -0.5 0.4 -0.5
H -3.970 0.060 2.776 1.9 0.0 0.0
H -5.323 -0.556 2.350 -0.6 -1.1 -1.0
H -5.310 0.402 3.550 -0.2 0.5 1.0
C 6.077 3.970 -1.905 -3.4 1.6 1.5
C 7.209 4.667 -2.046 5.1 -1.5 -1.2
C 7.508 6.080 -1.465 2.4 1.6 0.5
O 8.679 6.672 -1.431 -1.6 -2.1 -1.1
C 6.497 6.766 -0.839 -3.9 -2.6 0.5
C 5.188 5.979 -0.442 2.9 1.5 -1.5
C 4.970 4.536 -1.169 4.3 1.1 -0.8
O 3.985 3.901 -1.022 -4.6 -1.6 1.2
O 4.383 6.394 0.372 -0.4 -0.2 0.1
O 8.156 3.957 -2.581 0.1 2.0 0.2
H 6.063 2.962 -2.292 -0.3 0.0 0.1
H 6.767 7.761 -0.515 -0.5 0.1 0.5
C -6.432 -5.140 -3.926 -1.0 -1.8 3.8
C -6.901 -4.974 -2.595 -0.6 -0.2 -0.4
C -6.143 -3.847 -1.695 -0.9 0.3 0.4
O -6.488 -3.642 -0.505 0.0 -0.6 -0.1
C -5.172 -3.057 -2.336 -1.4 -0.8 1.1
C -4.893 -3.196 -3.666 3.3 0.3 -0.7
C -5.580 -4.267 -4.466 -1.5 1.7 -5.7
O -5.729 -4.206 -5.774 2.2 0.8 1.8
O -3.893 -2.550 -4.102 -0.7 -0.3 -1.0
O -7.952 -5.568 -2.240 1.0 0.8 0.9
H -6.998 -5.818 -4.549 0.0 0.1 -0.1
H -4.536 -2.364 -1.805 -0.2 0.1 0.4
F -0.566 -0.078 2.199 -0.4 -0.4 -0.4
C 1.390 7.407 6.257 -1.4 -1.6 1.4
O 0.277 7.024 5.468 -0.9 0.7 -2.0
C -0.815 7.949 5.582 -0.2 -0.4 0.7
C -2.220 7.450 5.127 3.1 -0.3 -1.6
N -2.105 7.307 3.621 -1.3 -0.2 1.6
C -3.222 6.490 3.190 0.7 -0.3 -1.0
C -3.107 6.255 1.653 -0.3 -1.5 3.4
O -2.248 5.088 1.599 -1.4 2.3 -1.9
C -2.226 4.646 0.250 1.2 -1.5 0.2
H 2.213 6.704 6.127 0.2 0.6 -1.0
H 1.004 7.025 7.202 0.5 0.8 1.2
H 1.611 8.473 6.314 0.2 -0.1 -0.4
H -0.671 8.862 5.005 0.6 0.2 -0.1
H -0.835 8.200 6.643 -0.4 0.4 0.3
H -2.980 8.142 5.492 -0.2 0.0 0.0
H -2.357 6.441 5.516 -0.3 0.1 0.0
H -2.252 8.170 3.118 0.4 0.7 0.5
H -4.195 6.891 3.473 -0.4 0.3 0.0
H -3.098 5.541 3.713 -0.3 -0.3 -0.3
H -2.777 7.181 1.181 0.4 -0.3 -0.5
H -4.124 5.991 1.363 0.0 -0.1 -0.8
H -3.186 4.346 -0.172 -0.5 -0.1 0.5
H -1.577 3.778 0.360 -0.1 -0.2 -0.7
H -1.801 5.298 -0.514 0.3 0.6 0.5
C -0.764 -10.091 1.443 -1.0 0.9 -0.3
C -1.155 -8.759 1.490 1.8 -0.8 -0.8
C -0.576 -7.876 0.541 -1.6 -0.8 3.2
C 0.201 -8.360 -0.444 -0.1 -1.7 -3.1
C 0.389 -9.763 -0.669 -0.7 1.8 1.6
C -0.042 -10.593 0.348 0.5 0.5 0.2
O 0.275 -11.903 0.386 -0.1 -1.7 0.2
O -0.782 -6.575 0.731 0.4 2.0 -1.1
H -1.175 -10.680 2.250 0.4 -0.7 -0.2
H -1.747 -8.422 2.328 -0.1 0.2 -0.1
H 0.314 -7.801 -1.361 0.6 0.8 0.3
H 0.816 -10.069 -1.613 0.2 -0.3 0.2
H 1.015 -12.118 -0.187 -0.1 0.3 -0.1
H -1.343 -6.326 1.469 -0.1 -0.5 0.0
C 6.057 -5.042 -4.514 -0.6 1.3 -1.2
C 6.170 -3.486 -4.449 1.5 -0.4 0.9
O 5.447 -3.010 -5.601 1.3 0.5 1.0
C 4.550 -3.897 -5.929 -3.7 -1.7 -1.3
O 3.592 -3.723 -6.701 3.5 -0.9 2.6
O 4.775 -5.100 -5.197 -0.5 0.6 -0.6
H 6.140 -5.615 -3.590 -1.0 0.5 0.3
H 6.759 -5.584 -5.147 0.4 0.6 -0.4
H 7.179 -3.081 -4.367 0.3 -0.3 -1.2
H 5.841 -3.032 -3.514 -1.3 -0.4 -0.1

***

[2]
69
Properties=species:S:1:pos:R:3:forces:R:3 method="wB97M-V/def2-TZVPD" multiplicity=2 s2=0.782 total_charge=+2 fmax_ev_per_a=2.28 orbital_gap_ev="7.28 / 4.39" total_energy_ev=-59735.7481
Y -0.710 -0.043 -1.312 0.4 1.6 -0.1
P -2.997 -1.498 -0.659 -1.4 0.3 0.7
P -0.953 2.670 -1.191 0.1 1.4 0.4
N -0.090 -2.081 -2.182 -0.7 -1.2 1.8
N 1.238 0.402 -2.328 -1.3 -0.8 0.5
H 1.699 -2.863 -3.077 -0.2 -0.2 0.2
H 2.921 -0.723 -2.976 0.2 0.0 -0.1
H 1.913 -2.215 -1.443 -0.4 0.1 -0.1
C 1.382 -2.061 -2.399 0.0 -0.4 -0.9
H 1.587 -0.701 -4.133 0.0 -0.2 0.4
C 1.834 -0.738 -3.057 0.0 1.0 0.4
H -0.440 -4.120 -1.736 0.1 0.5 0.2
H 2.301 2.088 -3.074 -0.3 -0.5 0.3
C -0.834 -3.090 -1.674 1.3 -0.3 -1.3
C 1.427 1.721 -2.498 0.0 1.7 -0.1
C -2.152 -3.024 -1.154 0.1 -0.8 0.3
C 0.654 2.814 -2.012 0.5 -1.2 -0.5
H -2.545 -4.011 -0.849 0.1 0.7 -0.2
H 1.103 3.796 -2.177 -0.3 -0.3 0.0
H -1.991 3.476 -1.787 0.8 -0.3 0.0
H -0.887 3.375 0.067 0.0 -0.4 -0.6
H -4.240 -1.390 -1.354 0.6 -0.4 -0.1
H -3.578 -1.680 0.655 0.6 -0.4 -0.7
H -0.225 0.889 -4.577 0.0 -0.2 0.3
C -1.250 0.521 -4.670 -0.2 -0.4 0.9
C -2.214 1.668 -4.664 -0.5 0.1 -0.2
C -1.361 -0.432 -5.823 -0.3 0.0 -0.1
O -1.616 -0.246 -3.397 0.4 -0.1 -0.5
H -2.076 2.259 -5.570 0.0 0.1 0.0
H -3.238 1.283 -4.661 0.1 0.1 -0.1
H -2.106 2.327 -3.798 0.2 -0.1 -0.2
H -0.656 -1.269 -5.741 -0.1 0.2 0.0
H -2.381 -0.825 -5.902 0.2 0.0 0.0
H -1.132 0.126 -6.732 0.0 -0.2 -0.1
H -1.219 -1.150 -3.378 -0.3 0.7 -0.9
C 0.126 4.277 4.386 -0.1 -0.2 0.0
C 0.861 4.234 3.195 -0.1 -0.4 0.1
C 0.901 3.054 2.436 0.0 0.4 -0.1
C 0.195 1.926 2.855 -0.2 -0.4 -0.2
C -0.514 1.955 4.056 -0.2 0.3 0.3
C -0.562 3.139 4.822 0.4 -0.3 -0.6
Sb 0.239 0.153 1.559 0.9 0.5 2.0
C 2.354 -0.291 1.863 -0.5 0.2 0.0
C 3.230 -0.328 0.772 0.2 -0.2 -0.1
C 4.600 -0.545 0.987 -0.2 0.1 0.4
C 5.096 -0.672 2.297 -0.5 0.1 -0.2
C 4.220 -0.567 3.386 -0.3 0.1 -0.4
C 2.846 -0.368 3.167 0.4 -0.2 0.2
C -1.030 -1.278 2.621 0.6 0.3 -0.7
C -0.698 -2.632 2.549 -0.3 -0.3 0.1
C -1.575 -3.591 3.084 0.2 0.2 -0.2
C -2.777 -3.192 3.670 -0.1 -0.1 0.0
C -3.128 -1.839 3.690 0.2 0.1 -0.2
C -2.259 -0.883 3.143 -0.4 0.0 0.2
H 0.095 5.197 4.982 0.0 -0.4 -0.3
H 1.410 5.115 2.859 -0.2 -0.3 0.1
H 1.487 3.034 1.508 -0.2 0.0 0.3
H -1.035 1.067 4.425 0.2 0.4 -0.1
H -1.129 3.155 5.749 0.1 0.0 -0.1
H 2.859 -0.158 -0.250 0.2 -0.2 0.4
H 5.281 -0.604 0.138 -0.2 0.1 0.2
H 6.163 -0.833 2.463 -0.4 0.1 -0.1
H 4.596 -0.630 4.405 -0.1 0.0 -0.2
H 2.180 -0.253 4.029 0.2 -0.1 -0.3
H 0.220 -2.956 2.048 -0.2 0.1 0.4
H -1.309 -4.648 3.032 -0.1 0.3 0.1
H -3.458 -3.943 4.094 0.4 0.4 -0.2
H -4.078 -1.520 4.122 0.3 -0.1 -0.1
H -2.573 0.168 3.117 0.2 -0.4 0.1

***

[3]
68
Properties=species:S:1:pos:R:3:forces:R:3 method="wB97M-V/def2-TZVPD" fmax_ev_per_a=16.75 e_above_lowest_kj_mol=2253.19 orbital_gap_ev=7.71 total_energy_ev=-39159.3220
C -6.598 -3.303 4.956 -3.6 -1.5 1.0
C -5.946 -4.148 4.049 7.8 0.8 -1.7
O -5.658 -3.483 2.795 3.4 3.2 -0.2
C -4.460 -2.554 2.818 0.7 2.3 0.9
C -3.563 -2.148 3.954 -2.1 -3.3 -2.8
C -2.395 -1.433 3.693 -2.5 -0.8 -3.0
C -1.385 -1.226 4.740 -3.9 0.3 -1.5
C -0.629 -0.167 4.450 3.7 -0.3 4.8
C -0.479 0.439 3.161 1.4 -2.3 3.1
N -1.295 0.117 2.302 -3.0 -0.9 -6.5
C -2.373 -0.829 2.246 6.3 2.8 8.1
C -3.225 -0.935 1.221 0.6 -2.2 5.8
C -4.177 -1.750 1.671 -7.6 -6.2 -4.7
H -4.955 -2.186 0.673 1.9 1.5 3.1
H -3.071 -0.397 0.430 0.2 2.6 -4.8
C 0.809 1.232 2.942 -6.3 -3.4 -0.5
N 1.394 1.261 1.796 2.4 -1.1 -10.9
C 0.596 1.831 0.613 -2.6 1.7 0.9
H 0.035 2.856 0.917 1.9 -1.8 -0.6
C 1.386 1.886 -0.739 -4.3 10.8 4.7
N 1.896 0.811 -1.131 3.5 -11.9 -4.0
C 2.669 -0.083 -0.148 -3.5 15.1 6.4
C 1.673 -0.154 1.171 2.2 0.6 1.8
H 2.392 -0.656 1.991 -2.2 0.3 -1.6
H 0.634 -0.569 0.932 1.7 -0.2 0.6
H 2.820 -0.971 -0.291 2.3 -9.3 -3.0
H 3.575 0.684 0.387 -2.2 -2.8 -2.1
C 0.820 -0.165 -1.913 4.9 -1.9 6.3
C 0.780 0.409 -3.195 -8.6 1.8 1.5
C -0.555 0.931 -3.418 -2.4 1.8 -2.8
C -0.943 1.570 -4.780 4.4 -1.4 3.6
C 0.137 1.748 -5.656 1.7 -5.2 6.3
C 1.379 1.055 -5.381 2.4 1.9 0.0
C 1.754 0.590 -4.058 0.4 -0.3 -5.1
O 2.925 0.004 -3.744 -2.4 -0.9 -0.4
C 3.833 -0.055 -4.770 5.4 1.8 2.0
C 5.076 -0.351 -3.909 1.9 -9.4 -7.2
H 5.510 -0.106 -3.072 0.9 2.9 4.7
H 6.030 -0.523 -4.630 -1.9 1.0 1.1
H 5.023 -1.593 -3.752 -0.1 2.7 0.2
H 4.213 0.962 -4.817 -1.1 0.9 -2.2
H 3.921 -0.714 -5.706 -1.3 1.0 1.5
H 2.284 1.163 -6.165 -2.4 -0.3 1.8
H 0.106 2.103 -6.547 -0.8 2.6 -5.6
H -1.825 2.048 -5.043 -1.9 0.5 0.2
H -1.440 0.929 -2.572 2.7 -0.4 -2.2
H 1.467 -1.128 -1.831 -1.4 1.3 -0.7
H 0.036 -0.313 -1.072 0.3 0.5 -2.6
C 2.320 3.104 -0.575 4.3 -2.7 0.3
H 3.169 2.757 0.162 -1.7 1.1 -0.5
H 1.902 4.023 -0.298 -1.0 1.0 0.7
C 3.197 3.253 -1.821 -2.5 -0.2 1.8
O 3.879 2.139 -2.015 6.5 -1.9 -0.7
H 3.557 1.268 -2.001 -1.9 -0.9 0.2
H 3.950 3.971 -1.568 -0.1 1.4 -0.9
H 2.589 3.197 -2.683 -1.2 2.3 -1.4
H 0.699 2.419 -1.468 0.0 -1.5 0.2
H -0.332 1.263 0.337 0.8 -0.3 0.9
H 1.407 1.052 3.650 4.8 -2.1 5.7
H 0.374 2.028 3.243 -2.0 7.1 1.4
H 0.105 0.033 5.351 -1.1 0.3 -2.1
H -1.703 -1.729 5.708 1.3 0.8 -1.1
H -3.767 -2.783 4.793 0.4 0.3 1.2
H -4.801 -4.581 4.333 -3.2 0.9 0.2
H -6.432 -4.917 3.694 -2.9 -4.3 -1.2
H -7.459 -2.829 4.524 -0.8 -0.2 -0.2
H -6.820 -3.811 5.867 -0.6 -0.4 0.7
H -6.037 -2.550 5.198 3.5 4.4 1.5

***

[4]
72
Properties=species:S:1:pos:R:3:forces:R:3 method="wB97M-V/def2-TZVPD" smiles="CC[C@@H](C)[C@H](NS(=O)(=O)c1ccc(C)cc1)C(=O)N1CCC(C(=O)N[C@H](C(=O)O)c2ccccc2)CC1" fmax_ev_per_a=0.91 e_above_lowest_kj_mol=51.91 orbital_gap_ev=9.41 total_energy_ev=-56159.8947
C 4.388 4.971 -0.784 -0.1 -0.1 0.2
C 3.396 4.012 -0.135 0.0 0.0 -0.3
C 3.184 2.731 -0.948 0.0 -0.2 0.3
C 4.440 1.866 -0.995 -0.2 0.1 -0.1
C 2.019 1.921 -0.351 0.0 0.3 0.1
N 1.792 0.708 -1.135 -0.2 -0.8 0.3
S 0.879 -0.420 -0.299 0.3 -0.1 -0.5
O -0.518 -0.055 -0.280 0.1 0.0 -0.5
O 1.513 -0.603 0.974 0.4 -0.1 0.0
C 1.098 -1.868 -1.306 -0.2 0.5 0.2
C 0.095 -2.285 -2.157 -0.2 0.1 0.0
C 0.296 -3.409 -2.939 0.1 0.0 0.1
C 1.496 -4.111 -2.876 -0.1 0.1 0.0
C 1.722 -5.313 -3.739 0.0 0.0 -0.1
C 2.494 -3.668 -2.011 -0.1 0.1 0.1
C 2.298 -2.548 -1.225 0.2 -0.1 0.1
C 0.708 2.714 -0.422 0.2 0.3 0.1
O 0.200 2.861 -1.525 0.0 -0.1 -0.3
N 0.151 3.217 0.696 -0.1 0.2 0.0
C 0.564 2.969 2.059 0.2 -0.4 0.3
C -0.207 1.776 2.630 0.0 0.3 0.0
C -1.721 1.993 2.499 0.0 -0.2 0.0
C -2.456 0.711 2.895 0.1 0.7 0.0
O -3.176 0.645 3.872 -0.2 0.0 0.3
N -2.221 -0.327 2.070 0.1 -0.5 -0.3
C -2.749 -1.643 2.319 -0.1 -0.1 0.1
C -1.638 -2.684 2.404 0.0 -0.3 0.4
O -1.664 -3.661 3.100 -0.1 0.0 0.1
O -0.636 -2.420 1.557 0.2 0.3 -0.3
C -3.674 -2.134 1.219 -0.2 0.1 0.0
C -3.373 -1.885 -0.114 -0.1 0.0 0.1
C -4.208 -2.359 -1.112 0.1 0.0 -0.1
C -5.339 -3.089 -0.788 -0.1 0.0 0.0
C -5.635 -3.345 0.540 -0.1 -0.1 0.0
C -4.806 -2.870 1.541 0.1 0.1 0.0
C -2.109 2.441 1.084 0.1 0.2 0.1
C -1.245 3.619 0.633 -0.4 0.0 -0.4
H 4.440 5.896 -0.215 0.1 0.1 0.0
H 4.076 5.210 -1.798 0.0 0.1 -0.1
H 5.385 4.540 -0.820 0.1 0.0 0.0
H 2.436 4.524 -0.030 0.0 0.0 0.1
H 3.747 3.750 0.866 -0.1 0.0 0.1
H 2.897 3.006 -1.969 -0.1 0.0 0.0
H 4.788 1.652 0.013 0.1 0.0 0.2
H 5.233 2.368 -1.542 0.1 0.0 0.0
H 4.218 0.924 -1.491 0.1 -0.1 0.0
H 2.269 1.575 0.651 0.1 0.2 0.0
H 1.315 0.965 -1.995 -0.2 0.0 -0.2
H -0.830 -1.732 -2.191 -0.2 0.0 0.0
H -0.485 -3.746 -3.603 -0.1 0.0 -0.1
H 2.240 -5.018 -4.652 0.0 0.0 -0.1
H 0.779 -5.775 -4.020 0.0 -0.1 0.0
H 2.340 -6.047 -3.227 0.0 -0.1 0.0
H 3.427 -4.208 -1.956 0.1 -0.1 0.0
H 3.051 -2.193 -0.540 0.2 0.0 0.1
H 1.638 2.799 2.116 0.0 0.1 0.0
H 0.335 3.873 2.634 0.1 -0.1 0.0
H 0.098 0.878 2.093 0.0 0.1 0.1
H 0.053 1.643 3.682 0.0 -0.1 0.0
H -2.029 2.767 3.212 0.0 -0.2 0.0
H -1.588 -0.233 1.285 0.0 0.1 0.1
H -3.283 -1.614 3.275 0.2 -0.1 -0.2
H 0.077 -3.070 1.656 -0.2 -0.1 0.1
H -2.491 -1.319 -0.369 0.1 0.1 -0.1
H -3.975 -2.157 -2.147 0.0 0.0 -0.1
H -5.988 -3.458 -1.568 -0.1 0.0 -0.1
H -6.516 -3.914 0.798 -0.1 0.0 0.0
H -5.036 -3.070 2.577 0.0 0.0 0.1
H -3.163 2.721 1.063 0.0 0.0 0.0
H -1.953 1.629 0.374 -0.1 0.1 0.0
H -1.475 3.890 -0.398 0.0 0.1 0.2
H -1.388 4.489 1.280 0.0 0.0 0.0